(1)
21
Properties=species:S:1:pos:R:3:lowdin_charge:R:1 method="wB97M-V/def2-TZVPD" relative_energy_kcal_mol=59.67 e_lumo_ev=-2.916 orbital_gap_ev=10.49 total_charge=+1 molar_mass_g_mol=171.178
C 0.275 0.099 -1.898 -0.17
C 0.104 -1.579 0.778 -0.21
C 1.761 0.971 0.687 -0.67
C -1.417 0.880 0.304 -0.67
O -1.110 -2.081 0.117 -0.14
O -1.815 0.840 1.570 0.04
O -2.352 0.348 -0.517 -0.01
P 0.240 0.203 -0.037 1.00
S 3.082 -0.117 0.222 0.71
H -0.542 -0.583 -2.258 0.07
H 1.189 -0.256 -2.470 0.08
H -0.210 1.109 -2.216 0.09
H 1.032 -2.109 0.702 0.07
H -0.284 -1.473 1.813 0.11
H 1.624 1.101 1.746 0.06
H 1.930 1.926 0.066 0.09
H -1.154 2.308 -0.229 0.24
H -1.112 -2.955 -0.336 0.13
H -2.662 1.280 1.637 0.14
H -2.769 -0.490 -0.277 0.13
H 4.190 0.578 0.596 -0.09



(2)
6
Properties=species:S:1:pos:R:3:lowdin_charge:R:1 method="wB97M-V/def2-TZVPD" relative_energy_kcal_mol=99.22 e_lumo_ev=-1.065 orbital_gap_ev=8.08 molar_mass_g_mol=128.605
C -0.305 0.562 0.031 -1.13
O 1.625 0.255 0.138 -0.89
S -0.354 2.155 -0.118 0.76
S -0.853 -1.012 -0.157 0.76
Cl 2.131 -1.253 -0.088 0.52
H -2.244 -0.707 0.192 -0.01



(3)
39
Properties=species:S:1:pos:R:3:lowdin_charge:R:1 method="wB97M-V/def2-TZVPD" spin_multiplicity=2 relative_energy_kcal_mol=53.67 e_lumo_ev="-9.750 / -9.247" orbital_gap_ev="5.58 / 6.04" total_charge=+2 molar_mass_g_mol=433.333
Tc 1.322 -0.898 0.430 1.07
Cl 1.795 -0.938 2.900 0.67
C 3.535 -0.909 2.581 -0.82
Cl 3.680 -0.656 0.840 0.67
H 3.976 -1.876 2.836 0.08
H 4.008 -0.094 3.135 0.07
C 1.076 4.404 -0.764 0.02
C 1.087 3.167 -1.563 -0.29
N 1.123 3.084 -2.849 0.16
N 1.196 1.785 -3.174 0.08
C 1.222 1.007 -2.085 -0.68
S 1.398 -0.669 -1.994 0.75
N 1.135 1.878 -1.031 -0.06
N 1.056 1.462 0.303 0.05
H 1.048 5.247 -1.449 0.11
H 1.986 4.486 -0.166 0.10
H 0.214 4.473 -0.102 0.10
H 1.249 1.496 -4.143 0.19
H 0.088 1.557 0.641 0.13
H 1.655 2.066 0.876 0.14
C 0.978 -3.935 0.138 -0.14
O 1.670 -2.794 0.431 -0.43
H 0.054 -3.717 -0.410 0.09
H 0.719 -4.464 1.068 0.12
H 1.615 -4.610 -0.454 0.12
C -2.978 -0.688 2.048 -0.15
Si -2.229 -0.797 0.276 0.35
C -2.790 0.807 -0.627 -0.15
C -2.903 -2.370 -0.573 -0.14
O -0.636 -0.822 0.383 -0.48
H -4.056 -0.700 1.950 0.04
H -2.681 0.227 2.544 0.02
H -2.669 -1.535 2.645 0.03
H -3.873 0.780 -0.681 0.04
H -2.411 0.862 -1.641 0.02
H -2.516 1.714 -0.098 0.02
H -3.986 -2.309 -0.607 0.05
H -2.626 -3.264 -0.022 0.03
H -2.531 -2.457 -1.590 0.03



(4)
22
Properties=species:S:1:pos:R:3:lowdin_charge:R:1 method="wB97M-V/def2-TZVPD" relative_energy_kcal_mol=50.53 e_lumo_ev=-0.662 smiles="C[C@H]1C=CC=C[C@]1([N+](=O)[O-])S(=O)(=O)Cl" orbital_gap_ev=8.76 molar_mass_g_mol=237.664
C -1.112 0.096 -1.899 -0.01
C -0.376 -0.618 -0.753 -0.31
C 1.062 -0.834 -1.132 -0.04
C 2.011 0.038 -0.790 -0.07
C 1.697 1.213 -0.006 -0.05
C 0.510 1.328 0.598 -0.05
C -0.418 0.195 0.531 -0.39
N -1.792 0.479 0.956 -0.43
O -2.084 1.615 1.222 0.11
O -2.528 -0.475 1.016 0.09
S 0.192 -1.050 1.835 0.42
O 1.598 -0.909 2.019 -0.31
O -0.333 -2.349 1.585 -0.30
Cl -0.666 -0.341 3.536 0.47
H -0.687 1.084 -2.064 0.09
H -2.171 0.196 -1.677 0.08
H -1.008 -0.483 -2.812 0.09
H -0.866 -1.578 -0.562 0.14
H 1.271 -1.679 -1.768 0.12
H 3.032 -0.098 -1.107 0.11
H 2.437 1.993 0.070 0.12
H 0.230 2.176 1.203 0.12



(5)
9
Properties=species:S:1:pos:R:3:lowdin_charge:R:1 method="wB97M-V/def2-TZVPD" relative_energy_kcal_mol=5.07 e_lumo_ev="-1.248 / -2.854" orbital_gap_ev="8.72 / 5.63" molar_mass_g_mol=136.047
C -1.681 -0.154 0.078 0.08
C 1.893 0.140 -0.226 0.09
C -2.221 -1.229 -0.112 -0.03
C 2.966 -0.252 0.297 -0.29
C -0.860 0.983 -0.077 -0.34
F -2.983 -2.269 -0.087 0.16
F 4.214 -0.619 0.286 0.06
F -0.713 1.684 -1.179 0.15
F -0.614 1.715 1.021 0.11



(6)
28
Properties=species:S:1:pos:R:3:lowdin_charge:R:1 method="wB97M-V/def2-TZVPD" relative_energy_kcal_mol=25.59 e_lumo_ev=0.476 smiles="O=C(O)[C@@H](O)C[C@]1(C(=O)O)C=C[C@@H](O)C=C1" orbital_gap_ev=9.90 molar_mass_g_mol=228.200
O -2.584 -2.335 2.898 0.10
C -1.554 -2.436 2.254 -0.51
O -0.510 -3.094 2.672 0.15
C -1.465 -1.610 1.011 -0.29
O -2.759 -1.134 0.701 -0.01
C -0.441 -0.452 1.086 -0.03
C 0.093 0.197 -0.245 -0.28
C -0.227 -0.638 -1.500 -0.46
O 0.555 -1.537 -1.725 0.11
O -1.418 -0.349 -2.101 0.13
C -0.417 1.672 -0.444 0.02
C 0.406 2.657 -0.939 0.01
C 1.890 2.455 -1.112 -0.42
O 2.103 2.604 -2.447 0.01
C 2.431 1.143 -0.595 0.00
C 1.639 0.154 -0.183 -0.02
H -0.831 -3.526 3.522 0.17
H -1.094 -2.292 0.209 0.17
H -3.061 -0.813 1.594 0.12
H 0.472 -0.957 1.456 0.12
H -0.705 0.301 1.806 0.13
H -1.249 -0.820 -2.963 0.16
H -1.405 1.963 -0.208 0.10
H 0.018 3.638 -1.033 0.10
H 2.312 3.337 -0.708 0.13
H 2.212 1.678 -2.623 0.08
H 3.447 0.972 -0.452 0.09
H 2.143 -0.779 0.068 0.12